{"formula": "C4H3NO2", "method": "ωB97M-V with the def2-TZVPD basis set", "lumo_ev": 0.113, "de_lowest_kj_mol": 330.32, "homo_lumo_gap_ev": 9.51, "smiles": "N=C=C=C=O.C=O", "total_energy_ha": -359.34454, "charge": 0, "elements": ["C", "C", "C", "C", "N", "O", "O", "H", "H", "H"], "coordinates": [[-0.3132, -0.4906, -1.3592], [-1.0369, 0.3193, -0.7166], [0.5788, -1.2521, -1.7876], [0.7689, 0.1081, 1.4741], [-1.7234, 1.2667, -0.4103], [1.4618, -1.8852, -2.2223], [-0.3734, 0.3296, 1.7517], [1.4729, 0.8784, 1.1892], [1.0880, -0.9274, 1.5311], [-1.9233, 1.6532, 0.5499]], "forces_ev_per_a": [[-0.22, -0.79, 0.04], [-1.72, 2.70, -0.12], [2.05, -0.96, -0.94], [-0.36, -0.71, 0.46], [-0.18, -0.10, 1.63], [-0.68, 0.08, 0.30], [-0.45, 0.64, 0.63], [0.42, 0.47, -0.19], [0.70, -0.43, -0.19], [0.44, -0.89, -1.63]], "lowdin_charge": [-0.02, -0.23, -0.22, -0.13, 0.18, 0.15, -0.03, 0.09, 0.09, 0.12]}

---

{"formula": "C4H3NO2", "method": "ωB97M-V with the def2-TZVPD basis set", "lumo_ev": -0.877, "de_lowest_kj_mol": 308.56, "homo_lumo_gap_ev": 8.94, "smiles": "C=C=NC(=O)C=O", "total_energy_ha": -359.35283, "charge": 0, "elements": ["O", "C", "C", "N", "C", "C", "O", "H", "H", "H"], "coordinates": [[-0.6907, 3.1289, -0.7556], [-0.0325, 2.3207, -0.1644], [-0.2829, 0.8374, -0.3531], [0.4390, 0.0528, 0.5523], [0.2480, -1.1504, 0.3676], [0.1878, -2.4179, 0.1612], [-1.1472, 0.3913, -1.0693], [0.7506, 2.5786, 0.5763], [1.1877, -2.6481, 0.5567], [-0.6598, -3.0933, 0.1283]], "forces_ev_per_a": [[0.36, -0.10, 0.24], [-0.19, 0.55, -0.23], [-0.56, -0.04, -0.48], [-0.55, -0.31, 0.21], [-0.40, 0.28, 0.14], [0.70, -0.05, 0.86], [0.36, 0.51, 0.01], [-0.07, 0.02, -0.15], [0.06, -1.14, -0.69], [0.29, 0.28, 0.08]], "lowdin_charge": [0.11, -0.17, -0.43, 0.16, -0.16, 0.06, 0.12, 0.12, 0.10, 0.08]}

---

{"formula": "C4H3NO2", "method": "ωB97M-V with the def2-TZVPD basis set", "lumo_ev": [-2.356, -1.641], "de_lowest_kj_mol": 454.58, "homo_lumo_gap_ev": [6.84, 7.79], "total_energy_ha": -359.29721, "charge": 0, "elements": ["O", "C", "C", "N", "O", "C", "C", "H", "H", "H"], "coordinates": [[0.9431, 1.8490, -1.5800], [0.0823, 1.6625, -0.7983], [-0.4694, 0.1268, -0.5542], [-1.6566, 0.2663, -0.7885], [-1.2313, -1.6207, 1.2355], [-0.0300, -1.5119, 1.0446], [0.5341, -0.5629, 0.1111], [-0.4486, 2.3607, -0.1446], [0.6917, -2.1830, 1.5458], [1.5849, -0.3869, -0.0712]], "forces_ev_per_a": [[-0.48, -0.02, 0.22], [0.51, 0.11, -0.19], [-0.47, 0.62, -0.17], [0.32, -0.20, -0.15], [0.46, -0.03, -0.03], [-0.11, -0.15, 0.21], [-0.05, -0.34, 0.12], [0.06, 0.01, -0.03], [-0.08, 0.07, -0.02], [-0.16, -0.06, 0.04]], "lowdin_charge": [0.14, -0.15, -0.43, 0.31, 0.04, -0.28, 0.00, 0.14, 0.12, 0.11]}

---

{"formula": "C4H3NO2", "method": "ωB97M-V with the def2-TZVPD basis set", "lumo_ev": -0.953, "de_lowest_kj_mol": 206.46, "homo_lumo_gap_ev": 8.43, "smiles": "O=C1C=CNC1=O", "total_energy_ha": -359.39172, "charge": 0, "elements": ["C", "C", "C", "C", "H", "H", "H", "N", "O", "O"], "coordinates": [[0.2155, -0.5590, 0.6193], [0.3413, 1.6515, -0.0761], [0.0624, 0.9424, -1.1453], [-0.2788, -0.4138, -0.8244], [0.6788, 0.8350, 1.8882], [0.2133, 2.6818, 0.2100], [-0.3270, 1.5599, -2.0928], [0.3905, 0.8144, 0.9504], [0.2337, -1.2736, 1.5714], [-0.9014, -1.2894, -1.3338]], "forces_ev_per_a": [[-0.58, 3.31, 1.93], [-0.63, 0.60, 1.73], [-2.21, 2.76, -6.35], [1.00, -1.14, 0.42], [0.51, 1.31, 1.22], [0.62, 0.49, -0.86], [1.04, -2.04, 1.98], [0.86, -2.40, 1.75], [0.08, -2.41, -0.56], [-0.69, -0.48, -1.27]], "lowdin_charge": [-0.31, -0.10, -0.05, -0.35, 0.14, 0.14, 0.16, 0.07, 0.15, 0.15]}

---

{"formula": "C4H3NO2", "method": "ωB97M-V with the def2-TZVPD basis set", "lumo_ev": -0.226, "de_lowest_kj_mol": 113.08, "homo_lumo_gap_ev": 9.73, "smiles": "O=Cc1ncco1", "total_energy_ha": -359.42729, "charge": 0, "elements": ["C", "C", "C", "C", "H", "H", "H", "N", "O", "O"], "coordinates": [[1.0834, 1.2851, -0.3317], [0.1484, 0.1729, -0.0494], [-0.9889, -1.4345, 0.7058], [-1.5116, -1.0649, -0.4959], [0.8402, 1.8803, -1.2530], [-1.3017, -2.2193, 1.3659], [-2.3733, -1.4033, -1.0692], [0.1007, -0.6274, 0.9686], [2.0281, 1.5622, 0.3801], [-0.8103, -0.0143, -0.9796]], "forces_ev_per_a": [[0.91, 0.63, 0.48], [0.54, 0.37, 0.34], [0.14, 0.36, -0.78], [-0.85, -0.43, 0.21], [0.11, -0.40, 0.45], [-0.04, -0.09, 0.09], [0.44, 0.16, 0.18], [-0.16, 0.17, -0.35], [-1.02, -0.33, -0.80], [-0.07, -0.46, 0.17]], "lowdin_charge": [-0.17, -0.34, -0.09, -0.09, 0.14, 0.11, 0.13, 0.17, 0.07, 0.07]}

---

{"formula": "C4H3NO2", "method": "ωB97M-V with the def2-TZVPD basis set", "lumo_ev": -0.630, "de_lowest_kj_mol": 226.68, "homo_lumo_gap_ev": 9.28, "smiles": "O=Cc1ncco1", "total_energy_ha": -359.38402, "charge": 0, "elements": ["O", "C", "C", "N", "C", "C", "O", "H", "H", "H"], "coordinates": [[-2.1531, -1.5264, 1.1403], [-1.8396, -0.7922, 0.2380], [-0.5106, -0.1546, 0.1210], [-0.2252, 0.7552, -0.7695], [1.0768, 1.0505, -0.4921], [1.5554, 0.2484, 0.4921], [0.4989, -0.5276, 0.9162], [-2.5057, -0.5297, -0.6050], [1.7169, 1.7161, -1.0514], [2.3862, -0.2398, 0.0104]], "forces_ev_per_a": [[0.09, 0.27, -0.37], [-0.19, -0.21, 0.35], [-0.19, 0.22, -0.05], [-0.53, 0.37, 0.57], [-0.08, 0.31, -0.28], [-0.27, -0.20, -1.27], [0.09, -0.25, -0.55], [0.02, -0.05, 0.14], [-0.36, 0.08, -0.26], [1.44, -0.54, 1.73]], "lowdin_charge": [0.09, -0.17, -0.33, 0.16, -0.12, -0.10, 0.09, 0.13, 0.12, 0.13]}

---

{"formula": "C4H3NO2S", "method": "ωB97M-V with the def2-TZVPD basis set", "lumo_ev": 0.085, "de_lowest_kj_mol": 246.03, "homo_lumo_gap_ev": 8.95, "total_energy_ha": -757.56909, "charge": 0, "elements": ["C", "C", "C", "C", "N", "O", "O", "S", "H", "H", "H"], "coordinates": [[-1.4959, -0.0973, 0.2941], [-0.1644, -0.3367, -0.2500], [0.4997, 1.0332, -0.6247], [-1.8572, 1.0015, 0.8862], [1.5676, 0.9853, 0.1398], [-2.3235, 2.0151, 1.2690], [0.1274, 1.9268, -1.3331], [1.3643, -0.5476, 0.9740], [-2.2817, -0.7829, -0.0625], [0.0833, -1.0431, -0.9790], [1.9443, 1.7563, 0.6783]], "forces_ev_per_a": [[-0.35, -2.27, -1.13], [2.08, 2.10, 1.41], [-1.38, -0.24, -0.83], [-2.10, 3.08, 0.32], [2.59, -0.20, 2.30], [1.36, -2.28, -0.26], [-0.44, 0.02, -0.16], [-1.14, 0.36, -0.63], [0.11, 0.50, 0.74], [-0.84, -1.29, -1.16], [0.10, 0.21, -0.61]], "lowdin_charge": [-0.11, -0.35, -0.65, -0.15, -0.22, 0.20, 0.10, 0.85, 0.14, 0.08, 0.11]}

---

{"formula": "C4H3NO3", "method": "ωB97M-V with the def2-TZVPD basis set", "lumo_ev": -0.684, "de_lowest_kj_mol": 375.85, "homo_lumo_gap_ev": 8.66, "smiles": "O=Cc1nc(O)co1", "total_energy_ha": -434.58419, "charge": 0, "elements": ["C", "C", "C", "C", "H", "H", "H", "N", "O", "O", "O"], "coordinates": [[-0.7030, 1.1386, 0.7955], [-1.1631, -0.0831, 1.1628], [0.1670, -0.3977, -0.5272], [1.2352, -1.0882, -1.4884], [-0.7620, 3.2223, 0.8373], [-1.7652, -0.5928, 1.8802], [1.7950, -0.2933, -2.1927], [0.1021, 0.9350, -0.2256], [-1.1235, 2.3626, 1.0719], [-0.4633, -0.9560, 0.4980], [1.9369, -2.1940, -1.3951]], "forces_ev_per_a": [[-0.16, 0.91, -1.52], [-0.13, 0.09, 2.11], [1.92, 2.42, 1.60], [4.99, -1.70, 0.81], [0.94, -0.98, -0.65], [-0.51, 0.63, 0.58], [-2.05, -1.35, 1.23], [2.24, -1.18, -4.25], [-1.93, 0.41, 2.11], [-0.32, -4.44, -2.07], [-4.98, 5.20, 0.06]], "lowdin_charge": [-0.41, -0.03, -0.22, -0.06, 0.13, 0.14, 0.15, 0.18, 0.10, 0.07, -0.04]}

---

{"formula": "C4H3NOS", "method": "ωB97M-V with the def2-TZVPD basis set", "lumo_ev": 0.425, "de_lowest_kj_mol": 266.93, "homo_lumo_gap_ev": 9.13, "smiles": "O=c1[nH]sc2c1C2", "total_energy_ha": -682.26904, "charge": 0, "elements": ["C", "C", "C", "C", "N", "O", "S", "H", "H", "H"], "coordinates": [[0.4349, -0.5363, 0.2195], [0.7176, 0.7628, 0.1507], [-1.2247, -0.7769, 0.0012], [1.8809, -0.1658, 0.0102], [-1.6553, 0.5095, -0.0479], [-1.8602, -1.7823, -0.0689], [-0.5575, 1.8522, -0.0515], [2.5634, -0.2568, 0.8488], [2.3461, -0.3170, -0.9606], [-2.6452, 0.7105, -0.1014]], "forces_ev_per_a": [[-2.78, 1.25, -0.31], [-0.34, -1.40, 0.44], [3.71, 0.03, 0.26], [0.00, -0.28, -0.23], [-0.39, 1.09, -0.03], [-0.21, -0.07, 0.05], [-0.21, -0.55, -0.14], [0.03, 0.00, 0.00], [0.07, 0.07, -0.05], [0.11, -0.15, 0.01]], "lowdin_charge": [-0.05, -0.54, -0.47, -0.06, -0.24, 0.08, 0.99, 0.08, 0.08, 0.11]}

---

{"formula": "C4H3NS2", "method": "ωB97M-V with the def2-TZVPD basis set", "lumo_ev": -2.694, "de_lowest_kj_mol": 230.48, "homo_lumo_gap_ev": 6.51, "smiles": "CC(=S)C(=S)C#N", "total_energy_ha": -1005.21801, "charge": 0, "elements": ["C", "C", "C", "C", "H", "H", "H", "N", "S", "S"], "coordinates": [[-0.8351, -0.5338, -1.8159], [-0.2496, -0.8504, -0.4180], [0.4073, 0.4764, -0.0093], [0.9678, 0.5441, 1.2899], [-1.2514, -1.5176, -2.3917], [0.1108, 0.1094, -2.4629], [-1.6154, 0.2522, -1.8086], [1.0726, 0.3667, 2.4680], [-1.0315, -1.7648, 0.6354], [0.6255, 1.8131, -0.9412]], "forces_ev_per_a": [[2.30, -1.34, -3.31], [-2.64, 3.58, -1.66], [1.71, 0.27, -0.66], [-0.45, -1.56, 5.77], [1.18, 2.50, 1.45], [-3.00, -2.56, 1.50], [0.32, -0.66, 0.44], [0.14, 1.06, -4.60], [0.66, -0.75, 0.35], [-0.22, -0.53, 0.71]], "lowdin_charge": [-0.23, -0.81, -0.78, -0.31, 0.12, 0.09, 0.06, 0.19, 0.83, 0.84]}